{"formula": "C3H12NO", "method": "ωB97M-V/def2-TZVPD", "symbols": ["C", "C", "C", "N", "H", "H", "H", "H", "H", "H", "H", "H", "H", "H", "H", "H", "O"], "xyz": [[1.28539, -1.11725, -0.48231], [0.51351, 0.16808, -0.86512], [-0.89200, -0.05541, -1.31425], [0.47954, 1.05971, 0.40204], [2.13257, -0.81833, 0.15888], [0.62566, -1.72228, 0.17952], [1.81113, -1.72775, -1.19680], [1.10376, 0.72081, -1.62122], [-1.54573, -0.46174, -0.56368], [-0.97186, -0.58784, -2.30649], [-1.24202, 0.98461, -1.51142], [0.46998, 2.05942, 0.17405], [-0.46305, 0.79169, 0.86476], [1.31055, 0.84682, 0.95459], [-1.11482, -0.70042, 2.56791], [-2.11692, 0.49419, 2.50908], [-1.38569, 0.06569, 2.05046]], "atomic_forces_ev_per_a": [[-0.12, 0.70, 2.20], [1.88, -0.81, -0.48], [-0.47, 1.63, -1.85], [-1.25, -0.56, -1.06], [-0.15, -0.02, 0.00], [0.45, 0.03, -0.63], [-0.64, -0.01, -0.92], [-0.43, -0.18, 0.37], [-0.10, -0.56, 0.27], [0.22, 0.36, 1.29], [-0.39, -0.68, -0.12], [0.02, -0.30, -0.01], [1.69, 0.34, 0.43], [-0.40, 0.13, 0.34], [-0.15, 0.02, 0.11], [-0.03, -0.15, 0.10], [-0.14, 0.05, -0.05]], "charge": 1, "total_energy_ev": -6836.89607, "max_force_ev_per_a": 2.51, "lumo_ev": -3.24, "homo_energy_ev": -16.2189, "de_lowest_kcal_mol": 11.95}